No. 1
Density functional theory data (ωB97M-V with the def2-TZVPD basis set) for a 3-piece molecular cluster, C20H37N3O7 overall.

Computed properties:
ΔE to the lowest compared entry with this formula, charge and spin ... 0.00 kJ/mol
LUMO level ... -0.84 eV
SMILES ... [H]/N=C/CC1=C(C=C)C(=O)OC1=O.COCCNCCOC.COCCNCCOC
HOMO ... -8.6 eV

```
! wB97M-V def2-TZVPD RIJCOSX def2/J DEFGRID3
* xyz 0 1
C -0.295 2.036 -0.965
C 0.685 1.068 -0.902
C 2.158 1.265 -1.205
C 3.219 1.410 -0.371
C 3.020 1.450 1.184
C 2.264 2.804 1.439
N 2.883 3.835 1.051
C 4.556 1.554 -1.097
O 5.616 1.751 -0.690
O 4.218 1.344 -2.434
C 2.859 1.341 -2.602
O 2.245 1.371 -3.600
H -0.802 2.379 -0.035
H -0.687 2.484 -1.901
H 0.343 0.040 -0.638
H 2.462 0.567 1.545
H 3.993 1.557 1.709
H 1.243 2.835 1.876
H 2.278 4.644 1.234
C -0.605 0.534 2.652
O -1.088 1.699 3.300
C -2.510 1.726 3.424
C -2.914 1.639 4.886
N -2.642 0.310 5.426
C -2.793 0.221 6.877
C -1.810 1.020 7.737
O -0.471 0.559 7.656
C 0.290 1.119 6.599
H 0.466 0.646 2.490
H -0.787 -0.351 3.268
H -1.083 0.414 1.674
H -2.988 0.942 2.830
H -2.843 2.690 3.027
H -3.982 1.853 4.978
H -2.358 2.411 5.432
H -1.694 0.046 5.187
H -2.682 -0.835 7.140
H -3.816 0.504 7.146
H -2.109 0.878 8.780
H -1.867 2.098 7.551
H -0.016 2.141 6.363
H 0.229 0.491 5.706
H 1.335 1.136 6.914
C 0.663 -4.966 -6.202
O 1.347 -3.745 -5.984
C 0.974 -2.718 -6.902
C 0.256 -1.594 -6.173
N -1.067 -2.022 -5.725
C -1.717 -1.072 -4.825
C -1.072 -0.850 -3.456
O -1.122 -1.985 -2.604
C -0.042 -2.893 -2.757
H 1.088 -5.713 -5.533
H -0.404 -4.866 -5.979
H 0.794 -5.309 -7.233
H 0.371 -3.106 -7.728
H 1.901 -2.322 -7.326
H 0.150 -0.738 -6.846
H 0.885 -1.292 -5.326
H -0.981 -2.909 -5.246
H -2.733 -1.442 -4.658
H -1.815 -0.108 -5.335
H -1.655 -0.075 -2.948
H -0.050 -0.458 -3.529
H 0.884 -2.391 -3.049
H -0.293 -3.671 -3.482
H 0.120 -3.384 -1.796
*
```

---

No. 2
Density functional theory data (ωB97M-V with the def2-TZVPD basis set) for C20H38AsCdO4Si as an isolated structure.

Computed properties:
LUMO level ... -2.08 eV
HOMO ... -10.5 eV

```
! wB97M-V def2-TZVPD RIJCOSX def2/J DEFGRID3
* xyz 1 1
Cd -1.152 0.370 0.226
C -1.271 -2.860 -0.180
C -2.748 -2.551 -0.232
O -2.883 -1.193 -0.644
C -4.220 -0.689 -0.537
C -4.531 -0.249 0.874
O -3.590 0.755 1.196
C -3.510 1.104 2.568
C -2.851 0.012 3.408
O -1.742 -0.524 2.696
C -1.543 -1.907 2.930
C -0.402 -2.376 2.058
O -0.553 -1.998 0.696
H -0.852 -2.676 -1.172
H -1.109 -3.909 0.077
H -3.227 -2.708 0.737
H -3.222 -3.215 -0.962
H -4.935 -1.449 -0.860
H -4.281 0.164 -1.212
H -4.462 -1.095 1.567
H -5.551 0.146 0.923
H -4.502 1.326 2.970
H -2.906 2.009 2.601
H -3.560 -0.784 3.651
H -2.509 0.453 4.349
H -2.466 -2.457 2.712
H -1.280 -2.098 3.976
H -0.304 -3.462 2.143
H 0.523 -1.904 2.388
C 3.629 -1.514 0.894
As 2.202 -0.291 0.334
C 3.372 1.196 -0.160
C 1.838 -1.103 -1.456
C 2.889 -0.854 -2.489
C 3.981 -1.708 -2.621
C 4.986 -1.439 -3.539
C 4.912 -0.313 -4.346
C 3.819 0.536 -4.236
C 2.817 0.265 -3.317
H 4.415 -1.536 0.139
H 3.235 -2.520 1.036
H 4.051 -1.167 1.836
H 4.165 0.860 -0.826
H 3.812 1.601 0.751
H 2.807 1.988 -0.651
H 0.871 -0.714 -1.789
H 1.717 -2.171 -1.262
H 4.037 -2.601 -2.008
H 5.826 -2.116 -3.632
H 5.697 -0.101 -5.060
H 3.744 1.410 -4.871
H 1.961 0.928 -3.246
C -2.102 3.846 0.404
Si -0.544 2.818 0.152
C 0.167 3.261 -1.531
C 0.716 3.166 1.501
H -1.955 4.846 -0.011
H -2.357 3.964 1.459
H -2.957 3.397 -0.103
H 0.644 4.243 -1.484
H -0.620 3.304 -2.286
H 0.917 2.543 -1.867
H 1.362 3.996 1.201
H 1.352 2.301 1.697
H 0.232 3.443 2.440
*
```

---

No. 3
Density functional theory data (ωB97M-V with the def2-TZVPD basis set) for C20H38BeBr3CaCl4F2N4NaO5S2 as an isolated structure.

Computed properties:
LUMO level ... -4.55 eV
HOMO ... -5.5 eV

```
! wB97M-V def2-TZVPD RIJCOSX def2/J DEFGRID3
* xyz 0 1
C -1.482 -3.049 3.148
C -1.091 -4.261 2.064
O 0.117 -4.829 2.268
N -2.083 -4.664 0.995
C -1.429 -4.970 -0.334
C -2.127 -4.235 -1.631
C -2.984 -2.879 -1.271
C -1.981 -1.675 -0.684
N -2.715 -0.447 -0.220
C -1.870 0.564 0.490
C -0.259 0.304 0.514
C 0.507 0.666 -0.925
C 2.095 0.959 -0.488
C 3.126 0.727 -1.779
C 3.637 2.139 -2.445
C 3.172 2.376 -4.002
S 3.577 0.889 -5.069
C 4.139 1.380 -6.788
N 5.639 1.307 -7.088
N 5.883 1.664 -8.414
C 4.479 1.991 -8.948
O 3.377 1.815 -7.975
S -3.791 0.225 -1.412
O -5.168 -0.538 -1.532
O -3.112 0.284 -2.836
F -4.257 1.880 -1.089
H -0.547 -2.352 3.349
H -1.789 -3.499 4.209
H -2.372 -2.421 2.713
H -2.457 -5.604 1.326
H -1.438 -6.144 -0.496
H -0.311 -4.560 -0.293
H -1.227 -3.876 -2.329
H -2.821 -5.005 -2.175
H -3.741 -3.105 -0.379
H -3.595 -2.546 -2.211
H -1.315 -1.366 -1.605
H -1.358 -2.227 0.173
H -2.017 1.690 0.121
H -2.228 0.579 1.629
H 0.193 1.094 1.287
H 0.071 -0.751 0.947
H 0.053 1.632 -1.443
H 0.546 -0.237 -1.668
H 2.359 0.072 0.266
H 2.236 2.015 0.015
H 4.107 0.168 -1.396
H 2.544 0.018 -2.515
H 4.824 2.202 -2.353
H 3.232 3.035 -1.782
H 2.030 2.695 -4.024
H 3.771 3.327 -4.386
H 4.263 2.319 -10.068
C -3.250 3.699 4.076
C -2.075 2.984 4.718
O -1.123 2.493 3.774
C -0.499 3.468 2.941
C 0.281 4.516 3.714
H -3.761 3.039 3.368
H -3.967 4.017 4.841
H -2.935 4.588 3.524
H -2.449 2.111 5.265
H -1.578 3.620 5.458
H -1.238 3.930 2.281
H 0.196 2.923 2.290
H -0.366 5.101 4.374
H 0.773 5.211 3.026
H 1.044 4.042 4.342
C 3.784 -4.908 3.277
Cl 4.260 -3.633 4.411
Cl 4.162 -4.434 1.612
Cl 4.584 -6.435 3.686
H 2.703 -5.054 3.357
Cl 1.426 -5.327 4.377
Be -3.311 5.973 4.123
Br -2.920 5.462 1.454
Na 5.614 1.170 -1.024
Br 0.565 3.313 -3.147
Ca -7.172 -1.525 -1.549
F -5.163 3.369 -2.344
Br 4.002 -8.492 2.317
*
```

---

No. 4
Density functional theory data (ωB97M-V with the def2-TZVPD basis set) for C20H38Br2InO7P2 as an isolated structure.

Computed properties:
ΔE to the lowest compared entry with this formula, charge and spin ... 26.61 kJ/mol
LUMO level ... -4.33 eV
HOMO ... -11.1 eV

```
! wB97M-V def2-TZVPD RIJCOSX def2/J DEFGRID3
* xyz 1 1
In -0.864 -0.469 -0.066
C 0.049 -2.642 1.693
C -1.148 -1.888 1.872
C -0.705 -0.633 2.724
C 0.639 -0.787 2.890
C 1.106 -2.009 2.289
C 2.554 -2.435 2.286
C 3.057 -2.536 3.732
C 3.354 -1.345 1.544
C 2.739 -3.771 1.572
C -1.523 0.427 3.470
C -2.372 1.325 2.560
C -2.425 -0.243 4.525
C -0.573 1.358 4.234
C -2.507 -2.568 1.676
C -3.700 -1.645 1.430
C -2.448 -3.542 0.491
C -2.751 -3.406 2.957
H 0.105 -3.581 1.167
H 1.281 -0.108 3.433
H 2.968 -1.582 4.258
H 4.110 -2.827 3.735
H 2.492 -3.287 4.290
H 3.330 -0.396 2.085
H 2.956 -1.186 0.540
H 4.399 -1.657 1.456
H 2.194 -4.571 2.081
H 3.797 -4.041 1.561
H 2.389 -3.718 0.539
H -2.966 0.774 1.839
H -1.718 2.009 2.021
H -3.054 1.924 3.172
H -3.279 -0.762 4.095
H -2.819 0.529 5.190
H -1.856 -0.950 5.134
H 0.130 1.858 3.562
H -0.009 0.823 5.001
H -1.165 2.128 4.734
H -3.585 -1.099 0.485
H -3.873 -0.931 2.227
H -4.600 -2.256 1.341
H -2.137 -3.040 -0.428
H -3.447 -3.949 0.325
H -1.778 -4.383 0.671
H -2.807 -2.791 3.855
H -1.951 -4.136 3.090
H -3.696 -3.944 2.853
C 1.528 -1.202 -4.260
C 0.324 -1.805 -3.543
O -0.387 -2.758 -4.346
P 0.804 -2.746 -2.050
O 2.151 -3.517 -2.350
O -0.240 -3.906 -1.894
O 0.896 -1.871 -0.842
P -0.816 -0.514 -2.892
O -1.400 0.014 -4.278
O -1.856 -1.198 -2.017
O -0.095 0.550 -2.106
H 2.166 -1.996 -4.645
H 2.100 -0.559 -3.587
H 1.190 -0.590 -5.096
H -0.863 -2.296 -5.048
H 2.951 -2.973 -2.338
H -0.573 -4.246 -2.741
H -1.717 0.928 -4.252
Br 0.058 2.805 0.149
C -1.736 3.361 -0.274
Br -2.872 1.944 -0.924
H -1.665 4.101 -1.056
H -2.188 3.756 0.623
*
```

---

No. 5
Density functional theory data (ωB97M-V with the def2-TZVPD basis set) for C20H38HgOPSSbSe5 as an isolated structure.

Computed properties:
ΔE to the lowest compared entry with this formula, charge and spin ... 0.00 kJ/mol
⟨S²⟩ ... 0.76
LUMO level (spin up / spin down) ... 2.09 / 1.66 eV
HOMO (spin up / spin down) ... -4.4 / -4.4 eV

```
! wB97M-V def2-TZVPD RIJCOSX def2/J DEFGRID3
* xyz -1 2
Hg 0.485 0.190 0.882
C 0.079 4.133 -2.056
C -0.306 2.997 -1.106
C -0.449 3.515 0.328
P 0.787 1.512 -1.173
C 0.122 0.447 -2.524
C 1.029 -0.773 -2.694
C -0.208 1.101 -3.866
C 2.542 1.935 -1.503
C 3.041 2.871 -0.403
C 2.921 2.465 -2.885
H -0.723 4.875 -2.068
H 0.249 3.801 -3.079
H 0.980 4.636 -1.705
H -1.274 2.587 -1.421
H 0.513 3.807 0.751
H -0.881 2.766 0.992
H -1.103 4.391 0.331
H -0.827 0.113 -2.089
H 1.958 -0.497 -3.199
H 0.530 -1.528 -3.306
H 1.292 -1.232 -1.738
H 0.687 1.407 -4.407
H -0.853 1.972 -3.750
H -0.739 0.381 -4.493
H 3.032 0.963 -1.370
H 2.676 3.888 -0.564
H 4.130 2.899 -0.409
H 2.734 2.548 0.592
H 2.550 3.477 -3.046
H 2.567 1.831 -3.697
H 4.010 2.504 -2.948
Se 5.067 -0.518 4.549
Sb 4.181 1.531 3.462
Se 5.563 0.643 1.605
Se 4.683 3.682 4.377
Se 1.714 1.351 3.081
C 3.997 -2.998 1.807
S 2.840 -1.680 2.149
C 1.865 -2.497 3.408
O 1.905 -1.715 0.930
H 4.611 -3.133 2.697
H 4.624 -2.662 0.984
H 3.454 -3.904 1.543
H 2.474 -2.602 4.304
H 1.520 -3.454 3.018
H 1.028 -1.829 3.610
C -5.886 -3.916 -0.446
C -4.837 -3.026 0.166
C -3.494 -3.166 -0.147
C -2.509 -2.356 0.414
C -1.083 -2.623 0.025
C -2.872 -1.356 1.330
Se -1.598 -0.260 2.285
C -4.232 -1.201 1.656
C -4.735 -0.174 2.640
C -5.179 -2.034 1.071
H -5.440 -4.620 -1.149
H -6.636 -3.333 -0.985
H -6.410 -4.494 0.318
H -3.192 -3.938 -0.847
H -1.024 -3.482 -0.646
H -0.447 -2.811 0.891
H -0.651 -1.770 -0.505
H -3.995 0.592 2.855
H -5.005 -0.650 3.586
H -5.630 0.313 2.249
H -6.223 -1.895 1.340
*
```

---

No. 6
Density functional theory data (ωB97M-V with the def2-TZVPD basis set) for a 3-piece molecular cluster, C20H38O11S overall.

Computed properties:
LUMO level ... 0.31 eV
SMILES ... CC(C)=CCC[C@@H](C)CC[C@@H]1OS(=O)(=O)O[C@@H]1CCO.COC(=O)OC.COC(=O)OC
HOMO ... -7.1 eV

```
! wB97M-V def2-TZVPD RIJCOSX def2/J DEFGRID3
* xyz 0 1
C -5.695 1.829 0.619
C -4.901 2.673 1.555
C -5.366 4.045 1.947
C -3.682 2.210 2.051
C -2.408 2.838 1.504
C -1.178 2.462 2.342
C 0.170 2.304 1.579
C 0.610 0.832 1.586
C 0.204 2.922 0.177
C -0.192 1.944 -0.936
C -0.417 2.621 -2.274
O -1.730 3.180 -2.489
S -2.015 3.270 -4.058
O -1.918 4.583 -4.585
O -3.219 2.559 -4.311
O -0.691 2.501 -4.548
C -0.201 1.686 -3.452
C -1.017 0.385 -3.433
C -0.230 -0.813 -4.007
O -0.420 -1.989 -3.226
H -6.782 1.886 0.736
H -5.343 0.797 0.630
H -5.469 2.214 -0.382
H -4.484 4.653 2.164
H -5.962 3.999 2.855
H -5.894 4.557 1.136
H -3.635 1.408 2.786
H -2.554 3.921 1.582
H -2.359 2.512 0.471
H -1.034 3.184 3.145
H -1.369 1.511 2.846
H 0.922 2.831 2.171
H 0.693 0.538 2.632
H -0.182 0.214 1.162
H 1.573 0.693 1.097
H 1.226 3.228 -0.066
H -0.414 3.818 0.097
H -1.089 1.376 -0.682
H 0.598 1.202 -1.071
H 0.243 3.494 -2.282
H 0.875 1.537 -3.497
H -1.292 0.147 -2.405
H -1.930 0.517 -4.004
H -0.595 -0.996 -5.021
H 0.837 -0.612 -4.063
H -1.358 -2.045 -3.028
C 1.292 -3.630 1.501
O 1.444 -2.945 2.746
C 1.182 -3.688 3.818
O 0.846 -4.842 3.814
O 1.356 -2.929 4.901
C 1.106 -3.605 6.135
H 1.532 -2.919 0.715
H 1.978 -4.473 1.437
H 0.265 -3.966 1.373
H 1.787 -4.445 6.258
H 0.074 -3.947 6.184
H 1.282 -2.880 6.924
C 7.482 -3.667 -0.691
O 6.060 -3.571 -0.578
C 5.411 -3.696 -1.735
O 5.914 -3.874 -2.812
O 4.105 -3.589 -1.490
C 3.278 -3.705 -2.652
H 7.880 -3.549 0.313
H 7.772 -4.640 -1.081
H 7.871 -2.875 -1.328
H 3.404 -4.680 -3.118
H 3.504 -2.914 -3.365
H 2.250 -3.599 -2.314
*
```

---

no.,largest force on an atom (eV Å⁻¹),molar mass (g/mol)
1,4.88,431.53
2,0.46,557.94
3,9.47,970.28
4,1.30,727.09
5,0.83,1074.71
6,2.65,486.58